Density functional theory data (ωB97M-V/def2-TZVPD) for a 9-piece molecular cluster, C16H45BO13Si overall in a non-equilibrium geometry.

Element x y z (Å)
Si1 1.125 -1.820 0.377
O1 -4.588 -2.152 0.473
O2 -4.626 -4.909 -0.363
O3 -2.850 1.316 -1.253
O4 1.794 2.215 6.983
O5 -2.750 -1.348 1.796
O6 -2.859 0.069 -4.367
O7 5.359 3.382 0.052
O8 2.547 2.194 2.840
O9 -0.675 1.673 -0.793
O10 1.348 1.343 0.211
O11 -2.386 3.606 -3.260
O12 -4.686 -2.971 -3.022
O13 6.362 -0.590 1.262
C1 -5.687 -3.295 -3.981
C2 -1.075 3.758 -3.791
C3 5.734 4.632 0.628
C4 -2.305 -1.718 -0.717
C5 1.830 -1.401 2.080
C6 -1.793 0.874 -0.921
C7 0.325 0.918 -0.223
C8 -3.632 -5.669 -1.053
C9 1.717 3.635 7.039
C10 -0.119 -0.516 -0.193
C11 2.461 3.612 2.893
C12 -1.392 -0.547 -0.603
C13 2.533 -1.813 -0.895
C14 6.070 0.774 1.578
C15 -4.272 0.215 -4.506
C16 0.432 -3.575 0.447
B1 -3.283 -1.761 0.567
H1 -6.175 -2.386 -4.344
H2 2.314 -2.537 -1.682
H3 1.586 3.921 8.079
H4 1.911 1.960 6.063
H5 -4.779 -0.299 -3.684
H6 -2.621 0.470 -3.528
H7 0.523 -4.048 -0.533
H8 -0.334 3.825 -2.990
H9 0.862 3.996 6.460
H10 -2.969 -1.581 -1.576
H11 1.080 -4.140 1.122
H12 -1.776 -2.654 -0.883
H13 3.496 -2.017 -0.433
H14 4.403 3.312 0.119
H15 2.533 -0.831 -1.374
H16 3.381 4.064 2.511
H17 1.606 3.970 2.312
H18 -3.041 -0.450 1.991
H19 2.332 3.903 3.933
H20 5.262 5.455 0.085
H21 -4.551 1.270 -4.505
H22 -4.569 -0.234 -5.451
H23 -3.773 -6.737 -0.875
H24 -0.821 2.926 -4.455
H25 2.639 4.085 6.659
H26 -1.056 4.682 -4.365
H27 5.446 4.672 1.682
H28 -6.434 -3.926 -3.505
H29 6.411 1.014 2.590
H30 7.315 -0.700 1.301
H31 2.846 -1.019 1.958
H32 -4.658 -3.112 0.335
H33 -0.588 -3.648 0.825
H34 1.893 -2.295 2.703
H35 -2.627 -5.377 -0.739
H36 -4.534 -5.107 0.575
H37 -4.039 -2.415 -3.468
H38 4.992 0.903 1.532
H39 -5.246 -3.837 -4.821
H40 1.238 -0.660 2.619
H41 2.661 1.944 1.919
H42 -3.746 -5.464 -2.114
H43 6.536 1.446 0.863
H44 6.814 4.736 0.555
H45 -2.401 2.789 -2.752

The calculation puts the orbital gap at 0.3304 Eh. The calculated total energy is -1929.095013 hartree. Its SMILES is C[Si](C)(C)C1=C(CB(O)O)C(=O)OC1=O.CO.CO.CO.CO.CO.CO.CO.CO.

Atom charges from the Löwdin analysis, given in e for atoms 1 to 4:
1. Si 0.6040
2. O 0.1665
3. O -0.1293
4. O 0.1747